# 1
The following is a DFT calculation (ωB97M-V/def2-TZVPD) of a 2-piece molecular cluster, C4H11S overall at a distorted geometry.

Cartesian coordinates (Å):
C  2.1538  0.2659  2.4457
S  2.7445  -0.5377  0.9229
H  2.4405  -0.3395  3.2595
H  2.4759  1.2787  2.6225
H  1.0560  0.3619  2.5013
C  -0.4391  1.0124  -1.4280
C  -0.8796  -0.0747  -0.4973
C  -1.7198  -1.1764  -1.1563
H  -1.1858  1.7600  -1.7074
H  -0.0077  0.5920  -2.3474
H  0.4510  1.5381  -1.0652
H  -1.3633  0.3116  0.4017
H  0.0211  -0.5561  -0.0973
H  -1.6769  -2.0956  -0.5770
H  -2.7772  -0.8974  -1.1543
H  -1.2936  -1.4433  -2.1232

Summary:
charge: -1
HOMO: -2.129 eV
energy: -15162.002 eV
E_LUMO: 0.1422 Eh
orbital gap: 6.0 eV
ΔE to the lowest compared entry with this formula, charge and spin: 18.49 kcal/mol



# 2
The following is a DFT calculation (ωB97M-V/def2-TZVPD) of a 2-piece molecular cluster, C4H11S2 overall at a distorted geometry.

Cartesian coordinates (Å):
C  -0.8257  -0.9354  -2.8615
S  0.9220  -1.2034  -3.3196
C  1.7560  -0.4134  -1.8848
H  -0.8430  -0.3449  -1.9475
H  -1.2650  -1.9202  -2.8014
H  -1.3873  -0.3366  -3.5807
H  1.5225  -0.9817  -0.9883
H  2.8205  -0.4255  -2.0802
H  1.2645  0.5458  -1.7197
C  -0.5336  0.5757  3.4276
C  -0.4418  1.0691  1.9668
S  -0.4859  -0.2489  0.6878
H  -0.3870  -0.5030  3.5402
H  -1.5180  0.7125  3.8903
H  0.2608  1.0379  4.0192
H  0.4608  1.6748  1.8722
H  -1.3200  1.6975  1.7795

Summary:
charge: -1
HOMO: -2.537 eV
energy: -25997.282 eV
E_LUMO: 0.1234 Eh
orbital gap: 5.9 eV
ΔE to the lowest compared entry with this formula, charge and spin: 12.82 kcal/mol



# 3
The following is a DFT calculation (ωB97M-V/def2-TZVPD) of a 2-piece molecular cluster, C4H12 overall at a distorted geometry.

Cartesian coordinates (Å):
C  0.4237  -0.4106  -2.4423
C  0.3818  -1.9555  -2.3832
H  -0.4154  0.1278  -1.9863
H  1.3807  0.0026  -1.8894
H  0.5009  0.0832  -3.4672
H  -0.7612  -1.9801  -2.4883
H  0.8353  -2.3523  -3.1797
H  0.8311  -2.3873  -1.4794
C  0.0554  1.5552  2.1510
C  -0.9018  0.5852  2.6476
H  0.1038  1.9266  1.2171
H  0.0718  2.5261  2.6844
H  1.1218  1.2369  2.1901
H  -0.5938  0.4115  3.7062
H  -1.0906  -0.3344  2.0584
H  -1.9437  0.9649  2.6609

Summary:
spin multiplicity: 2
charge: -1
HOMO (alpha / beta): 1.513 / -7.378 eV
energy: -4339.655 eV
E_LUMO (alpha / beta): 0.1593 / 0.1623 Eh
orbital gap (alpha / beta): 2.8 / 11.8 eV
ΔE to the lowest compared entry with this formula, charge and spin: 31.87 kcal/mol